1.
Formula: C27H36AuGe2N4SSe
Source: the Open Molecules 2025 dataset
Level of theory: wB97M-V/def2-TZVPD

The geometry in XYZ format:
```
72
Properties=species:S:1:pos:R:3
C 1.78 -3.37 3.82
H -0.73 -1.17 8.39
H 0.73 -2.18 8.50
N 1.53 -4.58 -3.18
H 3.06 -1.75 -0.77
H 2.68 -3.07 3.27
H 1.33 1.51 0.33
C 0.03 -0.07 5.92
N 2.78 -4.42 -3.65
H 0.04 2.15 4.33
H 2.68 3.52 0.88
C -3.17 1.24 1.15
N 2.40 -1.63 -1.54
H 1.05 -3.74 3.08
C 1.49 4.83 -0.32
C -4.18 -0.59 -1.37
H -3.52 -1.38 -1.02
H -4.01 3.70 -1.15
C 0.18 0.03 4.55
C 0.40 0.80 -5.49
C -1.99 0.62 -5.68
C 0.46 -1.19 6.63
C -2.10 0.75 -4.30
H 1.17 1.09 -3.51
H -0.64 0.50 -7.33
C -0.97 0.91 -3.52
Ge -3.48 1.19 -0.81
H -2.87 0.52 -6.29
Se 1.39 -0.84 2.09
H 2.06 5.71 -0.06
C 1.21 -2.21 4.56
C -0.74 0.63 -6.27
H -0.42 0.75 6.47
H -1.42 1.27 3.89
C 3.24 -3.35 -3.11
H -2.61 0.36 1.46
H -4.48 2.80 -2.60
C -0.33 3.82 -1.51
H -4.13 1.23 1.66
N 2.28 -2.79 -2.28
H 1.37 0.83 -5.96
C 0.41 4.94 -1.19
H -5.47 2.71 -1.13
H 5.09 -2.65 -2.34
H 1.30 -3.15 6.47
H -3.08 0.76 -3.85
H 5.16 -3.40 -3.94
H -4.29 -0.68 -2.45
H 0.15 5.90 -1.61
H 0.98 -5.37 -3.48
H 2.02 -4.18 4.50
Ge -0.98 0.97 -1.54
S -0.27 -3.46 -1.51
C 1.18 -3.60 -2.33
C -4.45 2.78 -1.51
C 1.08 2.48 -0.09
C 1.83 3.60 0.22
C 0.32 -1.25 8.10
H -5.16 -0.74 -0.92
Au -0.02 -1.09 -0.61
H 0.83 -0.40 8.56
H 4.51 -1.77 -3.75
C 0.01 2.58 -0.97
H -0.03 1.27 2.79
C -0.33 1.25 3.84
H -1.17 3.90 -2.19
C 1.02 -2.26 5.92
C 4.58 -2.76 -3.29
C 0.83 -1.02 3.87
H 2.73 -0.87 -2.13
C 0.29 0.94 -4.12
H -2.63 2.13 1.45
```

Results
Highest occupied orbital energy (spin up / spin down) ... -13.02 / -13.08 eV
Orbital gap (spin up / spin down) ... 8.18 / 4.02 eV
Multiplicity ... 4
Net charge ... +2
<S²> ... 3.78

2.
Formula: C83H215N9O29
Source: the Open Molecules 2025 dataset
Level of theory: wB97M-V/def2-TZVPD

The geometry in XYZ format:
```
336
Properties=species:S:1:pos:R:3
H -1.90 -5.00 5.88
C -8.44 -11.31 9.96
H -4.71 -5.75 15.71
O -4.92 -1.13 15.40
H -3.06 1.92 14.53
O -7.55 -8.98 10.04
H -5.55 -0.76 4.95
H -6.62 -10.50 9.09
H -6.39 -5.01 13.78
C -0.28 -7.82 8.82
O 2.22 -4.65 8.17
H -9.34 -7.27 8.87
O 5.34 -0.88 12.58
H 1.86 -1.00 6.22
H -0.44 -14.69 18.49
C -0.29 -6.77 7.71
C -6.36 -8.23 10.31
H -3.93 3.12 13.82
H 3.71 -2.69 3.82
O -5.76 -4.10 3.48
H -13.80 -9.56 12.66
H 0.30 -10.91 15.89
H 5.58 1.15 13.21
H -6.78 -11.64 15.71
H -2.58 -4.20 11.65
H 0.53 -3.83 8.98
C -2.43 -11.69 16.60
H 8.33 -3.03 10.59
H -7.71 -4.32 2.76
H -4.45 -4.85 7.79
H -11.13 -11.83 10.30
H 7.17 -1.39 11.84
H -8.23 -6.34 9.83
H 4.88 -6.15 13.20
H -7.56 -2.37 4.38
H -4.35 -8.18 5.83
C -3.00 3.06 17.05
H -0.55 -3.27 4.82
C 5.67 0.13 13.59
C -2.40 -4.22 5.32
C 0.66 -1.55 3.19
H -7.23 -6.88 7.75
H -1.56 6.12 10.10
H -4.54 -10.40 12.15
H 6.18 -6.03 11.03
H -1.50 -11.74 14.82
C -2.53 -9.64 11.72
C -1.49 -12.64 17.48
H -6.94 -3.00 12.89
H -0.33 1.64 9.18
H -5.71 -1.84 6.32
H -7.95 -9.58 12.89
O 6.78 -4.01 11.47
H -3.68 -3.29 8.17
H -2.78 -2.92 10.63
N -9.88 -5.27 9.19
N 1.52 -1.95 6.29
H 2.03 -1.02 10.24
C -0.49 -0.65 13.72
O -2.83 -9.80 3.81
H 4.26 -3.33 15.37
N -1.36 2.78 10.62
H -8.01 -1.69 12.45
C 8.04 -4.06 10.83
H -2.39 3.61 14.51
H 2.79 -0.97 16.14
H -7.35 -5.36 4.05
H -14.85 -3.95 9.37
C -5.02 -1.16 5.81
H -3.02 -8.79 11.26
C 5.01 -5.20 12.68
H 5.45 -3.35 13.18
C -3.59 -10.30 12.67
H -7.12 -3.88 10.40
C 2.84 -3.39 13.67
H 2.11 0.13 11.65
H 3.28 -2.67 12.98
H -2.70 -4.73 7.88
H 0.62 -1.69 8.08
C -1.29 -9.15 2.15
H -3.38 -4.02 5.74
C -12.66 -4.98 6.75
H -4.22 5.58 12.54
O -8.71 -6.28 6.47
H -12.96 -8.11 12.39
H -2.54 -1.07 17.86
C 2.67 -0.44 10.90
H -2.71 4.02 9.47
C -13.92 -3.63 9.85
H -1.27 -1.06 14.36
C -7.11 -4.37 3.68
H -4.00 -10.27 8.09
H -6.47 -7.15 10.20
O -12.94 -4.67 9.92
H -9.90 -7.99 6.90
H 0.87 -8.88 15.04
N -9.12 -3.66 5.07
C -1.70 -9.00 3.59
C -11.72 -4.42 10.70
C -7.73 -2.71 12.20
H 7.98 -4.54 9.86
O -2.49 0.33 11.35
H -9.92 -5.39 11.19
C -4.49 -1.71 14.13
H -0.42 -2.08 6.26
H -11.36 -3.40 10.57
H 2.30 -3.79 5.69
H -13.46 -2.84 9.24
H -0.36 -7.44 12.82
O 0.84 -0.74 14.20
H -1.62 -4.26 10.12
C -3.69 -4.70 9.82
H 2.12 -2.94 14.35
O -12.06 -9.88 11.77
N -1.80 -11.02 15.46
H -2.72 1.42 6.58
C 4.06 -3.93 14.49
C -7.22 -10.37 9.99
H 7.09 -5.80 12.51
H -3.74 -7.84 12.98
H 4.04 -4.90 9.12
O -1.36 -2.28 6.27
H -6.45 -11.68 12.67
C -3.34 0.82 5.91
H 4.85 -1.07 15.07
H -0.57 0.22 11.02
H -3.87 -0.35 10.08
H -6.02 -8.51 11.31
H -11.63 -3.08 5.28
N 3.43 0.39 14.56
H -5.67 -7.21 13.87
H -3.84 -6.27 10.91
H 3.07 -0.16 13.79
H -0.81 -7.12 6.81
H -3.48 -1.36 13.89
H -4.99 0.54 7.30
C -11.18 -3.23 6.26
H -2.07 1.79 8.96
H -3.08 -9.86 14.46
O -3.69 -9.51 13.81
C 1.00 -3.95 12.31
H -10.36 -12.68 11.61
C -1.47 0.33 10.42
H -2.88 -7.22 3.28
H -6.05 -5.46 12.02
H 4.16 -4.95 12.05
H -3.89 -7.65 7.33
H -2.19 -13.06 18.20
C -3.83 -9.93 7.07
C -3.27 2.98 14.67
H -2.28 -7.53 5.00
H -4.14 0.97 16.49
H 6.70 0.03 13.93
C 2.84 -2.15 4.19
C 3.13 -4.31 9.18
H -9.09 -3.46 9.99
H -6.24 -13.05 14.76
H -0.97 -10.18 1.95
H -4.25 -1.77 5.35
C 4.81 -0.01 14.82
H -9.57 -10.01 10.97
C -7.44 -2.89 10.72
H 6.39 0.01 11.01
H -1.14 -6.26 13.80
H 0.38 -8.12 10.82
H -3.56 3.33 17.94
H -11.02 -10.89 13.20
H -5.24 -11.54 14.83
C -7.28 -9.96 13.66
H 8.80 -4.61 11.38
C -11.55 -11.05 12.26
H -9.39 -4.56 5.42
H 1.00 -13.82 18.10
H -3.29 -12.30 16.31
H 2.78 -4.51 10.20
C -6.37 -1.82 10.32
H -11.93 -4.46 11.77
H 3.50 -2.58 6.19
H -1.56 -0.45 9.67
H -2.24 3.83 16.89
H -5.46 -8.44 7.12
H -7.44 -5.15 7.69
H -13.34 -4.34 7.31
N -9.32 -10.97 11.12
O -2.41 -9.88 6.82
C -3.75 0.45 10.81
H -0.48 -8.53 1.77
H 5.23 0.58 15.64
O -8.13 -12.17 13.51
H -5.94 -1.91 9.32
H 0.73 -0.31 16.30
C -3.63 5.47 11.63
C 0.15 -14.33 17.64
H -2.00 1.59 18.24
C -3.63 -4.37 8.32
H -1.66 1.44 16.50
H -9.61 -1.71 5.99
O -1.57 -8.32 8.96
C -7.00 -11.47 13.58
H 3.47 -3.28 9.22
N -3.49 0.70 17.21
H -4.01 4.49 11.32
O 1.80 -2.47 3.27
H -5.28 -5.96 2.75
C -1.28 1.69 9.71
H -6.79 -0.82 10.30
C -2.57 -3.99 10.58
C -4.90 -6.48 13.60
H 3.29 -1.19 11.40
H 0.27 -1.21 4.15
H -11.62 -2.47 6.89
H -3.39 -6.75 15.28
C -1.69 4.02 9.85
H -2.80 -10.03 4.74
H -12.44 -11.65 12.46
H -2.86 -1.29 7.06
C -9.17 -7.63 6.17
H -8.97 -11.12 9.03
H 0.02 -9.84 13.75
C 1.43 -2.32 7.71
H -7.77 -9.76 14.62
H 1.18 -6.83 9.98
O -2.25 5.35 11.92
O -11.31 -4.58 6.76
H 3.76 -4.87 14.96
H 0.24 -3.45 12.92
H -8.11 -12.34 10.05
O -3.63 -6.07 9.99
O -1.04 -8.22 14.57
H -0.20 -1.97 2.67
H 0.50 -4.21 7.20
H -6.35 -9.41 13.64
H -0.50 -6.55 10.56
C -1.57 -2.97 5.07
H -3.96 1.48 5.30
H -0.54 -1.24 12.81
C -0.56 -10.26 15.78
O 2.12 -4.46 13.01
C 2.61 0.03 15.73
C -2.09 -7.58 3.93
H -5.51 -1.85 10.98
H -0.86 -11.94 18.02
H -3.69 -2.57 16.21
C -5.66 -5.22 13.01
C -5.09 -4.91 2.53
H -11.09 -6.43 10.58
H -9.63 -7.67 5.18
C -9.70 -2.80 6.09
C 1.06 -3.79 8.04
H 0.49 -6.87 14.22
C 2.57 -2.73 5.65
H -8.56 -3.29 12.61
H 5.85 -1.65 10.75
H 0.41 -15.23 17.08
H -5.52 -8.51 9.68
H -1.63 -9.26 12.21
H -4.70 -4.43 10.13
H -8.75 -11.71 12.94
H -1.22 -6.91 3.93
C 6.24 -0.95 11.49
C -8.87 -6.29 8.95
H -10.49 -5.12 8.40
H -8.31 -8.28 6.27
H -2.86 -10.87 17.19
H -6.62 -10.62 10.87
H -3.88 6.15 10.82
H 3.05 -1.08 4.17
H 4.18 0.02 9.36
H -1.90 -2.32 4.26
O -0.70 -13.62 16.80
O 2.65 1.33 9.17
H -4.72 -1.84 17.39
H -0.38 5.27 10.99
H -1.09 4.20 8.96
C -6.25 -11.96 14.81
H -4.29 -10.64 6.39
H -0.80 0.32 13.33
H 4.08 1.18 10.68
H -1.97 -9.41 7.53
C -7.98 -6.09 7.69
H -4.96 -4.40 12.82
H -4.03 -4.69 2.56
O -3.53 -0.84 7.59
C -4.12 -6.05 14.85
H 2.26 2.03 9.71
H -2.55 -4.72 4.36
C -2.98 -0.64 16.97
C 0.20 -7.28 10.15
H -2.09 -8.96 1.43
H -2.06 2.49 11.29
N 5.24 -4.19 13.71
H 0.54 -4.72 11.70
H -5.47 -4.68 1.53
C -12.79 -9.14 12.69
H -0.86 -9.26 4.24
C 6.33 -5.35 11.87
H -0.81 -5.87 8.04
H -3.31 -11.34 12.84
C -10.59 -11.68 11.23
H -7.03 -3.48 5.62
H -12.41 -9.13 13.71
C 3.49 0.52 10.04
C -7.68 -3.39 4.74
H -3.58 -5.17 14.51
H -3.86 1.43 10.36
C -1.44 5.24 10.73
H 0.66 1.08 15.23
H -4.58 0.40 11.51
H -2.20 -10.27 10.89
H -12.80 -5.93 7.27
C 1.12 0.10 15.37
H -2.61 0.22 5.37
O -3.89 3.22 15.92
H 0.32 -8.68 8.54
H -13.05 -5.10 5.74
H 2.69 0.79 16.50
O -4.00 -6.97 12.68
H -2.07 -7.68 9.48
C -4.40 -8.49 6.87
H 2.36 -1.94 8.12
C -0.08 -9.27 14.68
C -4.10 -1.62 16.52
H 0.72 -6.57 7.36
C -0.50 -7.14 13.86
H -4.58 -2.79 14.13
H 1.39 -3.19 11.63
O -8.60 -2.63 10.02
H -9.36 -3.11 7.08
H -14.07 -3.18 10.83
H -2.24 -0.61 16.17
C -10.65 -5.45 10.38
H 0.98 -0.69 2.59
C -2.43 1.67 17.24
H -0.68 -9.75 16.74
C -4.32 -0.11 6.73
H -5.09 -1.30 13.31
```

Results
Highest occupied orbital energy ... -8.04 eV
Orbital gap ... 8.51 eV
Net charge ... 0

3.
Formula: C16H16ClN4O2ReS2Se
Source: the Open Molecules 2025 dataset
Level of theory: wB97M-V/def2-TZVPD

The geometry in XYZ format:
```
43
Properties=species:S:1:pos:R:3
Re 0.51 -0.48 0.18
C -4.70 2.74 -0.59
Cl 5.93 -3.38 3.60
C 4.93 -2.31 2.63
N -2.20 -4.69 2.63
C -5.49 0.86 0.54
N -4.26 0.33 0.60
C 3.33 -0.60 1.08
C 3.79 -1.73 3.18
C -3.28 1.06 0.04
C -4.87 4.07 -1.26
S -1.70 0.42 0.08
H 4.76 -1.00 -0.50
O 0.44 0.16 1.76
C 0.60 0.26 -4.02
H 0.40 -1.54 -2.79
C 2.47 0.31 0.27
S 0.77 1.93 -3.67
H 2.85 0.43 -0.76
H 2.11 -0.43 2.85
C 0.73 1.55 -1.99
H -6.78 2.46 -0.06
H 0.81 2.32 -1.24
H 6.16 -2.50 0.86
C 4.48 -1.19 0.53
N -3.45 2.25 -0.56
C -5.77 2.07 -0.04
H 2.38 -1.98 -1.01
H 3.52 -1.93 4.21
H -5.92 4.40 -1.24
H -4.55 4.01 -2.30
C -1.64 -3.82 2.12
N 0.59 0.28 -1.69
H 1.10 -2.87 -0.89
H 0.56 -0.10 -5.04
C 2.99 -0.88 2.41
H -4.27 4.83 -0.74
H -6.26 0.26 1.00
H 2.43 1.31 0.75
C 5.27 -2.05 1.30
Se -0.72 -2.39 1.29
O 1.45 -1.96 -0.69
C 0.52 -0.46 -2.85
```

Results
Highest occupied orbital energy (spin up / spin down) ... -3.55 / -3.61 eV
Orbital gap (spin up / spin down) ... 5.46 / 5.50 eV
Multiplicity ... 2
Net charge ... -1
<S²> ... 0.76
ΔE to the lowest compared entry with this formula, charge and spin ... 6.439 eV

4.
Formula: C4H8N2O
Source: the Open Molecules 2025 dataset
Level of theory: wB97M-V/def2-TZVPD

The geometry in XYZ format:
```
15
Properties=species:S:1:pos:R:3
H -1.42 2.73 1.71
H -0.72 -2.61 -1.44
N 0.72 0.42 1.24
H 1.34 2.14 0.07
C 0.22 -0.83 -0.60
H 0.22 -1.56 1.53
O -2.05 2.60 2.44
C 0.91 1.16 0.18
H 0.18 -1.60 -2.55
C 0.34 -0.80 0.77
H 1.01 -2.66 -1.37
C 0.17 -1.98 -1.52
H 0.70 0.88 -1.84
N 0.62 0.44 -0.95
H -2.22 1.67 2.33
```

Results
SMILES ... Cc1cnc[nH]1.O
Highest occupied orbital energy ... -8.75 eV
Orbital gap ... 9.43 eV
Net charge ... 0
ΔE to the lowest compared entry with this formula, charge and spin ... 1.190 eV

5.
Formula: C3H5O3Rb
Source: the Open Molecules 2025 dataset
Level of theory: wB97M-V/def2-TZVPD

The geometry in XYZ format:
```
12
Properties=species:S:1:pos:R:3
C -0.43 -0.98 -0.01
H 1.02 -0.22 -1.46
C 0.96 -0.87 -0.56
O -2.40 1.64 -0.17
C -1.81 0.89 0.76
O 1.67 -0.29 0.55
H 1.34 -1.89 -0.75
Rb 4.35 1.51 0.65
H -2.86 2.35 0.28
O -1.69 -0.29 0.26
H -0.86 -1.77 -0.65
H 0.69 -0.09 1.10
```

Results
Highest occupied orbital energy (spin up / spin down) ... -0.88 / -2.07 eV
Orbital gap (spin up / spin down) ... 3.20 / 4.76 eV
Multiplicity ... 2
Net charge ... -1
<S²> ... 0.75
ΔE to the lowest compared entry with this formula, charge and spin ... 0.000 eV